{"formula": "C5H5F6OP", "method": "ωB97M-V with the def2-TZVPD basis set", "spin_multiplicity": 1, "e_homo_ev": [-9.224, -9.241], "energy_ha": -1209.16779, "gap_ev": [8.70, 8.35], "de_lowest_kj_mol": 298.89, "species": ["C", "C", "C", "C", "C", "O", "F", "F", "F", "F", "F", "F", "P", "H", "H", "H", "H", "H"], "positions_angstrom": [[0.6333, 0.8112, -0.5633], [-0.6225, -1.1947, 0.5545], [-0.6123, 1.5325, -0.0966], [-1.6949, -0.5746, -0.2775], [2.0183, 1.1615, -0.1559], [-1.7501, 0.7445, -0.2615], [0.6586, 0.4440, -1.8462], [-0.6014, -0.7778, 1.8577], [-0.4698, 1.9871, 1.1971], [-0.7760, 2.7263, -0.5906], [-1.5898, -0.9166, -1.5741], [-2.9835, -0.9628, 0.0942], [0.3096, -2.6471, -0.0040], [2.6517, 1.0571, -1.0558], [2.4193, 0.5227, 0.6689], [2.0231, 2.2303, 0.1719], [-0.7106, -3.5797, 0.7355], [1.0968, -2.5639, 1.1456]], "forces_ev_per_angstrom": [[0.4, -1.1, 0.7], [1.2, 1.3, -0.2], [0.4, -0.6, 1.7], [-1.3, -1.1, 0.0], [0.3, 0.6, 0.8], [0.0, 4.1, 0.8], [-1.0, 0.0, -0.5], [-0.3, -0.6, -1.2], [0.4, -2.3, 1.1], [-1.0, 1.3, -3.5], [0.3, -1.2, -0.2], [1.1, -0.1, 0.0], [-2.0, -1.0, 1.3], [-0.2, 0.0, 0.6], [-0.3, 0.6, -0.6], [0.2, -0.8, -0.1], [1.5, 0.9, -1.1], [0.4, -0.1, 0.3]]}